No. 1
The following is a DFT calculation (wB97M-V/def2-TZVPD) of 15 unconnected molecules or ions with the total composition C4H38O15 in a non-equilibrium geometry.

Results
- total energy (Eh) = -1303.738160
- gap between HOMO and LUMO (eV) = 10.24
- LUMO energy (eV) = -0.208
- max |F| (eV/Å) = 3.0
- energy above the lowest of the compared OMol25 structures with the same formula, charge and spin (eV) = 3.707

XYZ file:
```
57
Properties=species:S:1:pos:R:3:forces:R:3
C -1.157 0.327 -0.980 -2.409 0.917 -0.324
O -1.725 1.563 -0.486 -0.226 0.557 0.582
C -0.531 -0.511 0.145 0.525 0.639 -2.886
C 0.899 -0.048 0.400 0.513 -0.641 0.234
C 1.553 -0.857 1.535 -0.197 1.083 0.520
H -2.096 -0.120 -1.331 0.359 -0.619 0.141
H -0.699 0.593 -1.938 0.112 -0.882 1.301
H -1.195 2.377 -0.519 0.424 -0.494 -0.226
H -0.538 -1.506 -0.294 0.256 -0.232 0.297
H -1.262 -0.532 0.943 0.391 0.235 0.604
H 1.016 1.040 0.457 -0.401 -0.094 0.757
H 1.513 -0.239 -0.491 -0.472 -0.332 -0.109
H 1.883 -1.820 1.177 0.939 0.291 -0.061
H 0.835 -1.193 2.273 -0.109 0.680 0.328
H 2.310 -0.253 2.066 0.008 -0.593 -0.371
H 0.888 4.290 -0.227 -0.253 0.286 -0.232
H 0.088 3.934 0.948 0.074 0.183 0.135
O 0.010 4.483 0.158 0.504 -0.701 -0.011
H 1.996 3.232 2.908 -0.387 0.174 0.468
H 0.821 2.275 2.435 -0.008 0.385 0.681
O 1.724 2.580 2.269 0.426 -0.475 -1.013
H -3.585 -2.244 2.971 0.044 -0.490 0.027
H -3.100 -1.230 2.032 0.422 0.040 0.122
O -2.977 -2.182 2.222 -0.673 1.291 0.719
H -3.478 -1.969 -3.061 0.136 0.256 -0.771
H -2.645 -2.372 -1.985 0.705 0.119 0.109
O -2.528 -1.996 -2.884 -1.098 -0.424 0.521
H -0.573 -3.595 2.792 -0.198 -0.068 0.200
H -0.825 -2.153 2.328 -0.397 -0.067 0.128
O -0.364 -2.962 2.106 0.590 -0.674 -0.453
H -2.451 0.893 0.955 -0.164 1.034 0.856
H -3.579 1.500 1.836 -0.061 0.105 0.027
O -2.748 1.021 1.907 -0.359 -1.162 -0.861
H 0.368 1.063 -2.636 0.813 -0.080 0.189
H 1.652 1.626 -1.860 -0.125 -0.362 0.225
O 0.945 1.812 -2.486 0.353 1.021 -0.794
H -1.630 2.007 2.650 0.143 0.168 0.659
H -1.142 3.336 2.274 -0.028 0.532 0.275
O -1.110 2.754 3.041 0.023 -0.421 -0.770
H 1.403 -3.880 -0.855 0.311 0.147 -0.659
H 1.088 -3.009 0.232 -0.161 0.723 -0.008
O 1.403 -2.925 -0.684 -0.236 -1.505 0.413
H 0.040 -2.395 -2.767 0.116 0.543 0.258
H -0.520 -1.121 -3.323 -0.279 -0.090 0.026
O 0.137 -1.429 -2.689 -0.153 -0.665 -0.599
H 3.333 3.078 0.217 -0.273 0.388 0.038
H 3.486 2.882 -1.236 0.018 0.192 -0.120
O 3.182 3.561 -0.610 0.025 -0.532 0.211
H 2.433 -1.724 -2.550 -0.807 0.678 0.073
H 2.055 -0.177 -2.957 -0.581 -1.016 -0.032
O 2.732 -0.848 -2.817 1.606 0.391 -0.331
H -2.674 -3.586 0.004 0.206 0.047 0.535
H -3.265 -2.183 0.396 0.173 -1.334 -0.466
O -3.264 -2.891 -0.284 -0.397 0.811 -0.765
H 3.604 0.216 -1.905 0.484 -0.230 0.603
H 4.220 0.591 -0.461 -0.260 -0.124 -0.738
O 4.044 0.915 -1.361 0.015 0.389 0.338
```
Forces are in eV/Å.

No. 2
The following is a DFT calculation (wB97M-V/def2-TZVPD) of 15 unconnected molecules or ions with the total composition C4H38O15 in a non-equilibrium geometry.

Results
- total energy (Eh) = -1303.753787
- gap between HOMO and LUMO (eV) = 10.46
- LUMO energy (eV) = 0.067
- max |F| (eV/Å) = 3.0
- energy above the lowest of the compared OMol25 structures with the same formula, charge and spin (eV) = 3.282

XYZ file:
```
57
Properties=species:S:1:pos:R:3:forces:R:3
C 2.031 2.745 -1.050 -0.526 -0.691 -1.007
C 0.716 3.200 -1.700 0.261 0.193 -1.060
C -0.077 2.012 -2.271 -0.392 0.331 2.946
C -1.183 2.356 -3.246 0.805 1.148 0.511
O -0.587 1.343 -1.079 -0.512 -0.782 -0.732
H 2.660 2.417 -1.894 0.254 0.228 0.426
H 1.817 1.840 -0.486 0.214 0.144 0.550
H 2.540 3.507 -0.462 -0.099 -0.138 -0.022
H 0.102 3.790 -1.004 0.025 -0.003 -0.389
H 0.992 3.758 -2.600 -0.168 0.771 0.301
H 0.671 1.323 -2.602 -0.141 -0.430 -0.717
H -1.690 3.249 -2.852 -0.001 -0.092 -0.120
H -0.633 2.680 -4.132 -0.625 -0.206 -0.476
H -1.960 1.613 -3.408 0.459 -0.339 -0.228
H -1.078 1.938 -0.501 0.172 0.253 -0.150
H 0.521 2.212 2.732 -0.555 0.524 0.133
H -0.898 2.245 2.012 0.353 -0.012 0.421
O 0.038 1.944 1.948 0.537 0.134 -0.455
H -2.692 -1.441 1.866 -0.455 0.438 -0.159
H -2.616 -2.566 2.677 -0.421 -0.506 0.584
O -3.328 -2.010 2.329 1.127 0.178 -0.424
H -3.042 3.163 1.848 -0.037 -0.065 0.041
H -2.844 1.736 1.274 0.026 0.477 -0.022
O -2.570 2.338 1.997 -0.150 -0.103 -0.185
H -0.349 -0.338 -0.145 0.247 0.337 0.302
H 0.668 0.197 0.875 -0.550 0.400 0.052
O 0.073 -0.543 0.704 -0.639 -0.545 0.201
H 2.636 -2.684 1.809 -0.030 -0.354 -0.350
H 1.349 -3.366 2.399 -0.040 -0.547 -0.489
O 1.924 -2.606 2.442 0.221 0.849 0.806
H 2.354 -2.822 -2.286 0.325 -0.015 0.194
H 1.888 -4.137 -1.708 -0.375 0.190 0.203
O 1.758 -3.552 -2.466 0.370 -0.354 -0.881
H 2.021 -0.235 2.422 0.498 -0.415 -0.152
H 2.117 1.211 2.568 0.439 0.390 -0.263
O 2.638 0.485 2.209 -0.766 -0.344 0.264
H 0.527 -1.743 3.383 -0.070 -0.151 -0.346
H -0.483 -1.723 4.509 -0.306 0.147 -0.009
O -0.425 -1.682 3.548 0.292 -0.380 0.231
H -0.317 -4.246 -0.282 0.086 -0.118 -0.074
H 0.381 -3.084 0.364 0.409 0.114 -0.212
O 0.544 -3.995 0.074 -0.551 -0.224 0.480
H 2.014 -0.954 -0.010 -0.389 0.460 -0.083
H 1.296 -1.606 -1.262 -0.402 0.395 0.483
O 1.932 -1.731 -0.555 1.616 -0.885 -0.658
H -3.696 0.172 0.385 -0.105 -0.407 -0.416
H -2.986 0.599 -0.959 0.216 -0.331 0.043
O -3.410 0.913 -0.158 -0.298 0.395 0.377
H 1.100 -1.378 -3.549 0.662 0.013 0.162
H 1.836 0.058 -3.529 0.379 -0.645 0.224
O 1.085 -0.459 -3.823 -0.865 0.246 -0.567
H -1.124 -2.151 -2.855 -0.333 0.178 -0.086
H -0.105 -3.272 -2.798 -0.176 -0.025 0.615
O -0.896 -2.926 -2.338 0.255 0.032 -0.404
H -1.663 0.682 3.384 -0.245 -0.049 0.099
H -0.327 0.722 4.005 0.075 -0.248 0.111
O -1.251 0.802 4.244 -0.102 0.437 0.375
```
Forces are in eV/Å.

No. 3
The following is a DFT calculation (wB97M-V/def2-TZVPD) of 14 unconnected molecules or ions with the total composition C4H39N2O14 in a non-equilibrium geometry.

Results
- 2S+1 = 2
- total energy (Eh) = -1338.481555
- gap between HOMO and LUMO (spin up / spin down) (eV) = 2.40 / 9.94
- LUMO energy (spin up / spin down) (eV) = -0.098 / -0.146
- max |F| (eV/Å) = 4.2

XYZ file:
```
59
Properties=species:S:1:pos:R:3:forces:R:3
C -0.616 -1.956 0.951 -0.809 -2.423 2.282
O 0.542 -2.085 1.786 -0.162 0.156 -0.378
C -1.179 -0.594 0.838 -2.020 0.714 1.573
C -1.305 0.097 -0.503 3.049 -0.856 -1.885
C -1.679 1.541 -0.537 -4.140 0.553 0.675
N -1.237 2.251 0.707 1.504 1.085 -1.927
N -2.583 -0.502 1.350 -0.587 0.599 -3.378
H -1.317 -2.679 1.438 -0.240 0.933 -0.494
H -0.392 -2.441 0.091 0.823 -0.997 -3.179
H 1.956 -2.306 0.816 0.011 0.239 0.296
H -0.525 -0.127 1.598 -0.447 1.027 -0.372
H -1.971 -0.532 -1.130 0.456 0.763 0.481
H -0.311 0.111 -1.039 -0.593 -0.651 0.540
H -2.842 1.655 -0.457 1.970 -0.326 -0.273
H -1.412 2.022 -1.468 0.436 0.256 0.150
H -0.276 2.680 0.627 -1.040 -0.565 -0.219
H -1.171 1.491 1.348 -0.558 -0.059 1.762
H -1.861 3.052 0.889 0.465 -0.787 0.534
H -2.765 -0.896 2.204 0.115 -1.221 2.787
H -3.236 -1.023 0.695 1.237 0.971 0.717
H 2.426 -0.123 2.863 -0.257 -0.010 0.139
H 2.915 0.512 0.821 0.709 -0.684 0.380
O 3.404 0.038 1.531 0.137 -1.001 -0.276
H 2.546 -0.736 4.248 -0.897 0.206 -0.410
H 0.672 -1.227 2.177 0.611 0.383 0.935
O 1.854 -0.406 3.631 1.234 -0.087 0.579
H -0.996 -2.178 4.569 -1.323 -0.286 -0.269
H -1.233 -2.940 3.368 0.150 -0.657 -0.989
O -1.762 -2.523 4.037 1.294 1.030 1.336
H 2.425 -2.699 -0.496 -0.799 -1.851 -3.022
H 3.574 -0.928 1.247 -0.613 2.092 -0.018
O 2.713 -2.197 0.207 1.098 1.445 2.988
H -1.185 0.374 4.265 1.114 0.853 -0.396
H 0.379 0.665 4.182 -0.480 -0.098 -0.262
O -0.504 1.018 3.939 -0.789 -0.719 0.329
H 0.830 -3.110 -2.515 -0.111 -0.820 -0.346
H 1.923 -2.068 -2.337 0.516 0.421 -0.488
O 1.113 -2.397 -1.936 -0.338 0.041 0.884
H 1.872 2.514 -1.528 0.091 -0.404 0.013
H 0.617 3.087 -2.102 0.661 -0.278 1.240
O 1.067 2.954 -1.222 -1.031 0.691 -0.954
H 1.582 0.834 -3.716 0.618 0.798 0.425
H 2.874 1.758 -3.835 -1.003 -0.360 0.308
O 2.006 1.666 -3.383 0.248 -0.228 -1.227
H -0.398 5.383 1.342 0.408 0.332 -0.108
H 0.084 4.769 -0.032 1.019 0.298 -0.554
O -0.577 4.755 0.644 -1.196 -0.202 0.592
H -3.321 -2.674 -1.835 -0.030 0.212 -0.181
H -4.023 -1.348 -2.175 -1.572 0.498 -0.843
O -3.249 -1.709 -1.801 1.254 -1.027 0.759
H -1.766 0.513 -3.403 0.408 -0.360 -0.488
H -1.682 1.025 -4.878 1.281 -1.291 -2.489
O -1.961 1.200 -4.029 -1.884 2.180 3.038
H 2.772 -0.506 -0.657 -0.280 0.047 -1.069
H 3.775 -0.066 -1.645 1.338 -0.002 -0.612
O 2.870 0.097 -1.439 -1.047 -0.426 1.695
H -1.113 -1.044 -3.308 -0.203 -1.024 0.796
H 0.225 -1.831 -3.734 -1.269 1.106 0.076
O -0.401 -1.076 -3.935 1.462 -0.233 -1.199
```
Forces are in eV/Å.

No. 4
The following is a DFT calculation (wB97M-V/def2-TZVPD) of a molecular structure, C4H3AuLiO2 in a non-equilibrium geometry.

Results
- 2S+1 = 3
- total energy (Eh) = -447.472327
- gap between HOMO and LUMO (spin up / spin down) (eV) = 8.76 / 8.18
- LUMO energy (spin up / spin down) (eV) = -4.223 / -6.494
- max |F| (eV/Å) = 5.6
- energy above the lowest of the compared OMol25 structures with the same formula, charge and spin (eV) = 0.000
- total charge = +1

XYZ file:
```
11
Properties=species:S:1:pos:R:3:forces:R:3
Au -0.266 3.094 2.377 -0.019 0.082 0.062
O -0.291 0.252 0.837 0.228 -0.807 -0.449
C -0.470 0.464 -0.594 0.378 0.279 -0.735
H -1.485 0.574 -1.001 0.041 -0.119 0.717
H 0.117 1.347 -0.883 -0.060 -0.436 -0.170
C 1.155 -1.506 -1.545 -1.899 3.469 -1.673
C 0.142 -0.898 -0.897 3.443 -1.651 1.240
C 0.414 -1.149 0.520 -3.354 -2.136 3.895
O 0.593 -1.978 1.374 0.351 2.884 -2.676
Li -1.444 0.717 2.214 0.162 -0.030 0.067
H 1.536 -0.916 -2.400 0.730 -1.535 -0.278
```
Forces are in eV/Å.

No. 5
The following is a DFT calculation (wB97M-V/def2-TZVPD) of a molecular structure, C4H3BeO2 in a non-equilibrium geometry.

Results
- 2S+1 = 2
- total energy (Eh) = -319.243086
- gap between HOMO and LUMO (spin up / spin down) (eV) = 7.43 / 8.28
- LUMO energy (spin up / spin down) (eV) = 0.143 / -0.619
- max |F| (eV/Å) = 5.7

XYZ file:
```
10
Properties=species:S:1:pos:R:3:forces:R:3
O 1.766 -1.720 -0.705 -1.294 -0.007 0.039
C 0.707 -1.464 -0.262 0.911 0.142 0.138
C -0.396 -1.068 0.345 0.122 -0.397 0.366
C -1.124 0.165 -0.003 -0.832 0.328 0.546
C -0.590 1.399 0.120 0.960 0.720 -5.085
H -0.741 -1.732 1.141 0.066 0.037 -0.285
H -0.154 2.128 -0.821 -4.337 0.085 1.146
H -2.179 0.060 -0.257 0.287 0.138 0.050
Be 1.957 0.672 0.262 -0.509 0.991 0.360
O 0.754 1.560 0.180 4.624 -2.038 2.726
```
Forces are in eV/Å.

No. 6
The following is a DFT calculation (wB97M-V/def2-TZVPD) of 2 unconnected molecules or ions with the total composition C4H3Br in a non-equilibrium geometry.

Results
- total energy (Eh) = -2727.927112
- gap between HOMO and LUMO (eV) = 7.56
- LUMO energy (eV) = -2.303
- max |F| (eV/Å) = 4.7
- energy above the lowest of the compared OMol25 structures with the same formula, charge and spin (eV) = 5.313

XYZ file:
```
8
Properties=species:S:1:pos:R:3:forces:R:3
C 2.778 -0.187 -0.393 1.802 -2.018 -1.615
C 1.660 0.043 -0.029 -4.192 1.501 1.345
C -0.812 0.785 0.431 2.598 -3.547 -0.299
C -1.621 -0.207 0.361 0.972 -3.786 0.340
Br -3.403 -0.030 -0.148 -0.566 0.340 0.133
H 3.515 -0.830 -0.938 -0.688 1.377 1.025
H -0.797 1.756 0.208 0.501 3.581 -0.610
H -1.320 -1.332 0.507 -0.429 2.552 -0.320
```
Forces are in eV/Å.